Record 1
{
  "formula": "C34H27F6N3O",
  "method": "wB97M-V/def2-TZVPD",
  "molar_mass_g_mol": 607.60,
  "max_force_ha_per_bohr": 0.0352,
  "de_lowest_kj_mol": 2.6,
  "gap_ev": 3.920,
  "lumo_energy_ev": -2.416,
  "energy_ev": -58516.366,
  "elements": ["F", "F", "F", "F", "F", "F", "O", "N", "N", "N", "C", "C", "C", "C", "C", "C", "C", "C", "C", "C", "C", "C", "C", "C", "C", "C", "C", "C", "C", "C", "C", "C", "C", "C", "C", "C", "C", "C", "C", "C", "C", "C", "C", "C", "H", "H", "H", "H", "H", "H", "H", "H", "H", "H", "H", "H", "H", "H", "H", "H", "H", "H", "H", "H", "H", "H", "H", "H", "H", "H", "H"],
  "positions_angstrom": [[-4.51463, 2.72463, -1.64334], [-5.32556, 2.75962, -3.70139], [7.75144, 2.81205, -0.90470], [7.04965, 1.42238, -2.47565], [-6.49859, 1.85527, -2.05717], [5.59018, 2.58471, -1.30629], [-0.64496, 1.69795, 3.53976], [5.54311, -0.06639, -0.76789], [-4.54224, 0.02393, -1.43809], [-3.12808, 2.57670, 6.70142], [6.71375, -2.18657, -0.82546], [-2.62987, 1.33938, 6.55125], [-2.72218, 3.53188, 5.85180], [-7.44467, -2.03057, -0.37161], [5.90008, -1.23513, -1.46605], [-0.86062, 0.31103, 0.60981], [6.78814, 1.90946, -1.21423], [3.16406, 0.10627, -1.16884], [2.77736, 0.64178, 1.54530], [1.91602, 0.49323, -0.72319], [6.64393, 0.75902, -0.25857], [7.13589, -3.31413, -1.52060], [-5.23255, 2.01017, -2.57275], [-2.11244, 0.60288, 1.22764], [1.63640, 0.58599, 0.68440], [6.81939, -3.45914, -2.87575], [4.27048, 0.17275, -0.29896], [-1.83060, 3.30272, 4.81912], [-3.32114, 0.05621, -0.76750], [-2.11628, -0.28070, -1.40745], [-1.34136, 1.96705, 4.56694], [4.05622, 0.48913, 1.06449], [6.06132, -2.48164, -3.52740], [-1.73880, 0.98567, 5.55089], [-6.05740, -3.32022, -1.89027], [5.57144, -1.38431, -2.82119], [-3.31282, 0.42319, 0.59200], [-4.60354, 0.66030, -2.76627], [-6.54769, -0.96634, -0.44548], [0.35262, 0.62338, 1.27349], [-0.94209, -0.31530, -0.67796], [-5.17503, -2.25017, -1.99423], [-7.19345, -3.21123, -1.08038], [-5.40672, -1.07953, -1.25365], [4.91974, 0.53767, 1.72753], [5.84445, -2.56203, -4.59300], [-4.29176, -2.28730, -2.63690], [-5.25009, 0.05670, -3.40745], [0.33977, 0.86127, 2.32937], [-7.88960, -4.04828, -1.00808], [-3.12560, 4.53735, 5.99838], [7.72055, -4.07032, -0.99812], [4.97208, -0.61004, -3.30580], [-0.06795, -0.80652, -1.10175], [-3.59545, 0.78887, -3.16778], [2.59946, 0.80260, 2.60761], [-5.85192, -4.23368, -2.45129], [-1.35736, -0.02618, 5.45435], [-8.34275, -1.93161, 0.24031], [6.41629, 1.15801, 0.73235], [7.55528, 0.15893, -0.27868], [7.17166, -4.33353, -3.42269], [-2.13028, -0.56235, -2.46381], [-4.26933, 0.60165, 1.08409], [1.13664, 0.70783, -1.44931], [-6.71133, -0.02812, 0.08800], [-1.53066, 4.08736, 4.13317], [-2.10205, 1.00126, 2.23538], [3.31922, -0.21805, -2.19624], [6.98287, -2.01747, 0.22019], [-2.96007, 0.58864, 7.27416]],
  "forces_ev_per_a": [[-0.7, -0.4, -1.0], [0.1, -0.7, 0.8], [-0.8, -0.9, -0.1], [0.0, 0.7, 1.1], [1.1, 0.4, -0.6], [1.2, -0.4, 0.1], [0.5, -0.2, -0.2], [0.6, 0.7, 1.0], [0.1, 0.8, -1.2], [-0.3, 0.0, 0.4], [-0.6, 0.2, -0.2], [0.3, 0.5, -0.4], [0.5, -0.6, -0.2], [0.1, -0.2, 0.0], [0.5, -0.8, -1.0], [-0.7, -0.6, -0.4], [-0.4, 0.9, -1.5], [-0.2, 0.1, 0.1], [-0.4, 0.1, -0.1], [0.0, -0.7, 0.5], [-0.4, -0.5, 0.0], [0.0, 0.1, -0.1], [-0.7, 1.0, 1.0], [0.3, 0.1, 0.6], [0.9, 0.5, -0.7], [0.0, 0.1, 0.1], [-0.8, -0.2, 0.5], [-0.1, -0.8, 0.0], [0.4, 0.3, 0.7], [0.2, -0.2, 0.2], [-0.8, 0.5, 1.2], [0.0, 0.1, -0.2], [-0.1, -0.1, 0.2], [0.0, 0.6, -0.5], [0.0, 0.0, 0.0], [0.2, -0.1, 0.4], [-0.1, -0.4, -0.7], [0.1, -0.6, 0.7], [0.4, -0.1, -0.3], [0.4, -0.5, -0.8], [0.2, 0.7, -0.1], [-0.1, 0.3, 0.5], [0.1, 0.2, 0.0], [-1.0, -0.9, 0.1], [-0.4, 0.0, 0.0], [0.1, -0.1, 0.3], [-0.3, -0.1, 0.2], [0.3, 0.2, -0.2], [-0.6, 0.2, 0.4], [0.2, 0.3, 0.0], [0.0, -0.3, 0.1], [-0.1, 0.2, -0.2], [0.4, -0.3, 0.0], [-0.3, 0.2, 0.1], [-0.3, 0.0, -0.3], [0.1, -0.1, -0.2], [-0.2, 0.2, 0.2], [-0.1, 0.0, 0.0], [0.3, -0.1, -0.2], [0.4, -0.1, -0.2], [0.0, 0.3, 0.3], [-0.1, 0.3, 0.1], [0.1, -0.2, 0.5], [0.4, 0.1, -0.1], [0.2, -0.2, 0.2], [0.0, -0.3, -0.2], [0.0, 0.0, 0.1], [0.3, 0.1, 0.0], [-0.1, 0.6, 0.2], [-0.1, -0.2, -0.3], [0.0, 0.2, -0.1]],
  "lowdin_charge": [0.119, 0.130, 0.139, 0.115, 0.113, 0.117, -0.172, -0.046, -0.065, -0.013, -0.016, -0.209, -0.207, -0.070, -0.227, -0.150, -0.525, 0.025, 0.027, 0.010, -0.021, -0.072, -0.535, 0.044, -0.168, -0.079, -0.185, -0.039, -0.200, 0.002, -0.472, 0.010, -0.069, -0.041, -0.078, -0.018, 0.038, -0.027, -0.005, 0.126, -0.002, -0.020, -0.082, -0.238, 0.115, 0.109, 0.118, 0.149, 0.081, 0.105, 0.089, 0.108, 0.112, 0.109, 0.132, 0.136, 0.106, 0.085, 0.109, 0.129, 0.143, 0.106, 0.118, 0.132, 0.114, 0.120, 0.087, 0.109, 0.105, 0.123, 0.088]
}

***

Record 2
{
  "formula": "C34H27MnN7O6S3",
  "method": "wB97M-V/def2-TZVPD",
  "total_charge": -1,
  "molar_mass_g_mol": 780.77,
  "max_force_ha_per_bohr": 0.0581,
  "spin_multiplicity": 5,
  "de_lowest_kj_mol": 104.8,
  "gap_ev": [6.469, 6.406],
  "lumo_energy_ev": [1.363, 1.287],
  "energy_ev": -122240.050,
  "elements": ["Mn", "S", "S", "S", "O", "O", "O", "O", "O", "O", "N", "N", "N", "N", "N", "N", "N", "C", "C", "C", "C", "C", "C", "C", "C", "C", "C", "C", "C", "C", "C", "C", "C", "C", "C", "C", "C", "C", "C", "C", "C", "C", "C", "C", "C", "C", "C", "C", "C", "C", "C", "H", "H", "H", "H", "H", "H", "H", "H", "H", "H", "H", "H", "H", "H", "H", "H", "H", "H", "H", "H", "H", "H", "H", "H", "H", "H", "H"],
  "positions_angstrom": [[0.30879, 1.21856, 0.52734], [-1.41315, -2.95834, 2.21624], [1.29314, -3.22859, 0.37349], [-1.05877, 0.19417, -2.12920], [-1.73325, -0.93154, -1.56876], [-2.01346, -2.59095, 3.49075], [-0.75959, 2.55153, 1.13086], [-0.68236, -4.20686, 2.17860], [0.26177, 0.06933, -2.73226], [-2.67772, 3.70170, 1.08614], [0.97340, -0.66499, 0.17736], [-1.01080, 1.42670, -1.07318], [9.61512, -0.59374, 4.55587], [2.28892, 1.77521, -0.00361], [1.05873, 1.14711, 2.36712], [-0.59501, -1.66937, 1.66835], [-5.51971, -2.80105, -1.88995], [7.23657, -0.13218, 3.64786], [5.59386, 1.62357, 3.07365], [2.33609, 0.79249, 2.75127], [4.12595, 2.29398, -1.26202], [0.36040, 1.22807, 3.47760], [-4.66291, -2.01741, 0.18510], [-3.32159, -0.20326, -3.57937], [6.84329, 1.23688, 3.59485], [-3.44532, 2.42445, -4.59964], [4.57647, 1.80734, -0.04726], [-3.69248, -2.05187, 1.15453], [-2.26870, 1.94232, -0.52761], [0.39914, -1.76025, 0.77434], [2.70823, 2.23998, -1.18914], [-4.54532, 1.52661, -4.78469], [-1.92572, 2.84198, 0.63513], [2.01407, -1.04476, -0.68793], [2.40447, 0.62250, 4.12395], [4.77351, 0.55855, 2.58692], [6.36933, -1.12345, 3.23943], [3.45816, 0.89395, 1.97324], [8.53887, -0.41296, 4.15045], [-3.69846, -3.95131, -0.91247], [-2.33164, 1.96617, -3.92125], [-5.79165, 1.99299, -5.50415], [-2.65406, -3.92461, 0.03307], [-2.30968, 0.71346, -3.33227], [3.41108, 1.41655, 0.66240], [2.29490, -2.33068, -0.71793], [1.13957, 0.94207, 4.63056], [5.12448, -0.74401, 2.75532], [-2.69202, -3.01710, 1.06988], [-4.42203, 0.15304, -4.41148], [-4.61858, -2.92788, -0.86890], [-0.67635, 1.45045, 3.46750], [-2.97574, 1.20554, -0.12077], [-1.50362, 2.61991, -3.77727], [-2.79809, 2.54447, -1.30200], [-6.66108, 1.45053, -5.13142], [5.26287, 2.62921, 3.12964], [7.62920, 1.96156, 3.86813], [5.59951, 1.74720, 0.23311], [-5.82809, -3.65902, -2.41708], [0.83747, 0.87617, 5.64140], [-5.29754, -0.56906, -4.51698], [6.65021, -2.13630, 3.36473], [-3.62589, -1.39350, 2.06050], [3.01448, -2.83191, -1.27268], [-3.59261, 3.38468, -5.12923], [-3.67538, -4.66203, -1.74594], [-5.89993, 3.06158, -5.50498], [-1.88721, -4.68453, 0.00924], [4.29517, -1.42194, 2.46501], [4.63136, 2.81866, -2.06356], [2.51716, -0.18311, -1.14373], [1.95567, 2.44573, -1.98636], [-5.42970, -1.18617, 0.18708], [-5.86219, 1.71101, -6.56899], [3.26356, 0.25559, 4.67440], [-3.33010, -1.28035, -3.35501], [-6.27751, -2.16843, -1.61334]],
  "forces_ev_per_a": [[-0.1, -1.1, -1.0], [0.3, 0.8, 1.4], [-0.5, 0.1, -0.2], [-0.1, 1.4, -0.5], [0.3, -1.4, 0.6], [0.5, -0.1, -0.8], [0.0, 1.1, 1.1], [0.2, 0.2, -0.3], [-1.1, 0.1, 0.4], [0.9, -1.0, -0.6], [-0.6, -1.7, 0.2], [1.0, -0.6, 0.4], [-1.6, 0.2, -0.6], [-0.2, 0.3, -1.4], [0.1, -0.1, 0.1], [0.9, 0.1, -0.7], [-2.0, -0.2, -1.4], [-0.6, 1.4, -0.2], [1.2, -2.7, 0.3], [0.5, -0.2, -0.6], [-0.9, 0.6, 0.0], [0.1, -0.2, 1.1], [-0.5, 1.5, 0.3], [-1.5, -0.8, -2.0], [0.1, 0.1, -0.5], [-1.8, -1.3, -0.9], [-0.6, -0.1, -1.2], [0.4, 0.3, 1.2], [-0.5, 0.6, -1.0], [0.1, 0.5, 0.8], [-0.7, 0.2, -0.5], [0.6, -0.9, -0.6], [-1.1, 0.9, 0.2], [-0.4, 2.3, 0.7], [-1.2, -0.1, 2.0], [0.1, 2.6, 0.5], [-0.5, 0.6, 0.3], [-0.3, 0.5, -1.1], [2.0, -0.4, 0.7], [1.7, 0.1, 0.5], [-0.3, 0.5, 0.1], [-0.1, -1.0, -0.7], [-1.0, -0.7, -0.4], [0.3, -0.6, 0.1], [1.9, 0.1, 1.7], [-0.6, -0.4, 0.7], [1.2, -0.5, -1.5], [-0.9, -1.3, -0.6], [-0.5, -0.2, -0.7], [-0.3, 1.4, 1.3], [-0.1, -0.6, 0.0], [-0.7, 0.2, -0.1], [0.2, -0.3, -0.3], [0.6, 0.4, 0.2], [0.1, -0.4, 0.6], [-0.2, 0.5, 0.5], [-0.2, 0.7, -0.3], [-0.8, -0.2, 0.1], [0.5, -0.2, 0.4], [0.5, 1.5, 1.1], [-0.4, 0.1, 0.7], [1.4, 1.0, -0.1], [0.1, -0.9, 0.0], [-0.4, -0.4, -1.2], [1.2, -0.6, -0.9], [0.7, -0.4, 0.8], [-0.1, 0.3, 0.3], [-0.3, 0.5, 0.4], [0.2, 0.1, 0.0], [1.1, -0.1, 0.2], [0.3, -0.4, 0.1], [-0.2, -1.0, -0.3], [0.8, 0.0, 0.8], [0.8, -1.1, 0.0], [0.7, 0.0, 0.1], [-0.1, 0.3, -0.1], [0.5, 0.8, 0.7], [0.2, -0.6, -0.6]],
  "mulliken_spin": [4.073, 0.002, -0.004, 0.027, 0.001, 0.000, -0.033, 0.001, 0.002, 0.013, -0.212, -0.035, 0.000, 0.032, -0.099, 0.038, 0.000, 0.002, -0.002, 0.018, 0.004, 0.018, 0.000, -0.001, 0.000, 0.001, 0.014, -0.001, 0.002, 0.021, 0.016, -0.001, 0.022, 0.040, 0.025, -0.011, -0.001, 0.026, -0.001, 0.000, -0.001, 0.000, 0.000, -0.002, 0.013, 0.002, -0.010, 0.000, 0.001, 0.001, 0.000, 0.003, -0.005, 0.000, -0.005, 0.000, 0.000, 0.000, 0.000, 0.000, 0.000, 0.000, 0.000, 0.000, 0.001, 0.000, 0.000, 0.000, 0.000, 0.001, 0.001, -0.002, 0.003, 0.000, 0.000, 0.001, 0.000, 0.000]
}